*P*
Below is C5H14NO2 as an isolated structure, with properties calculated with ωB97M-V/def2-TZVPD.

<S²>	0.76
gap between HOMO and LUMO (spin up / spin down)	4.83 / 5.91	eV
lowest unoccupied orbital energy (spin up / spin down)	6.6 / 6.6	eV
multiplicity	2
charge	-2

Structure (XYZ):
```
22
C5H14NO2, DFT ωB97M-V/def2-TZVPD
C 1.249 0.476 1.214
O 2.522 -0.070 1.168
C 0.265 -0.180 0.282
C -0.888 0.706 -0.173
C -1.729 0.159 -1.332
C -2.198 -1.204 -1.558
N -3.034 0.315 1.399
H 1.275 1.562 0.999
H 0.819 0.399 2.234
H -0.182 -1.090 0.712
H 0.797 -0.455 -0.659
H -0.644 1.733 -0.498
H -1.728 0.744 0.683
H -2.607 -0.446 -0.604
H -2.184 1.006 -1.839
H -1.496 -1.981 -1.265
H -2.734 -1.386 -2.474
H -3.152 0.900 2.225
H -3.963 0.124 1.008
H 3.617 -0.980 -1.542
H 3.275 -0.337 -0.198
O 3.769 -0.152 -1.074
```

These are the Mulliken partial charges, in e, on atoms 1 to 2: number 1, C, carries -0.5646; number 2, O, carries -0.9467

---

*Q*
Below is a 2-piece molecular cluster, C5H14NO2 overall, with properties calculated with ωB97M-V/def2-TZVPD.

<S²>	0.75
gap between HOMO and LUMO (spin up / spin down)	2.18 / 6.62	eV
lowest unoccupied orbital energy (spin up / spin down)	6.5 / 6.4	eV
multiplicity	2
charge	-2

Structure (XYZ):
```
22
C5H14NO2, DFT ωB97M-V/def2-TZVPD
C -0.245 -1.979 -0.122
C -0.848 -1.932 1.276
C 1.173 -1.436 -0.480
N 1.208 -0.385 -1.481
C 1.122 0.999 -1.073
C -0.191 1.375 -0.257
O -0.077 1.270 1.117
H -0.975 -1.535 -0.806
H -0.330 -3.001 -0.491
H -0.190 -1.335 1.933
H -1.114 -2.967 1.545
H -1.700 -1.254 1.372
H 1.746 -1.134 0.396
H 1.678 -2.347 -0.879
H 0.585 -0.526 -2.270
H 2.032 1.187 -0.488
H 1.164 1.758 -1.851
H -1.013 0.738 -0.633
H -0.539 2.381 -0.528
H -0.790 3.909 0.905
H -1.185 2.626 1.357
O -1.512 3.587 1.458
```

These are the natural (NBO) partial charges, in e, on atoms 1 to 2: number 1, C, carries -0.8401; number 2, C, carries -0.7709

---

Of them, *Q* has the highest stability.